Entry from the Open Molecules 2025 dataset: a structure of composition C3H9FO2Si (ωB97M-V with the def2-TZVPD basis set).

Output
Energy = -17943.6776 eV
E_HOMO (spin up / spin down) = -4.21 / -10.67 eV
ΔE to the lowest compared entry with this formula, charge and spin = 0.00 kJ/mol
LUMO (spin up / spin down) = 0.038 / -0.088 hartree

```
! RIJCOSX wB97M-V def2-TZVPD def2/J DEFGRID3
* xyz 0 3
Si -0.476 0.793 0.013
F -0.775 2.121 -0.828
O -1.594 -0.270 -0.436
O 1.340 -0.414 -0.535
C 1.975 0.015 -1.793
C 0.094 1.047 1.814
C -1.885 -1.420 0.329
H -0.541 1.889 2.116
H -2.299 -2.152 -0.293
H 2.429 0.951 -1.743
H -2.591 -1.183 1.066
H 0.021 0.056 2.220
H -0.934 -1.908 0.911
H 1.141 1.195 1.758
H 1.327 0.030 -2.681
H 2.767 -0.751 -1.917
*
```

Here are the Mulliken charges for atoms 1 to 5, given in e: Si -0.10; F -0.20; O -0.14; O 0.14; C -0.81